[1]
DFT (ωB97M-V/def2-TZVPD) results for 2 unconnected molecules or ions with the total composition C3H16N2OSi2 in a non-equilibrium geometry.

```
24
Properties=species:S:1:pos:R:3
Si -0.92 -2.09 -2.14
Si 0.12 -1.73 0.71
O -0.96 -1.47 -0.55
N -1.95 1.21 -0.19
N 2.59 -0.11 1.14
C 0.22 1.59 0.93
C -0.69 2.00 -0.11
C 1.31 -0.12 0.32
H -2.30 1.30 0.78
H 3.03 0.88 1.10
H 0.77 -3.05 0.73
H -1.73 -0.85 -2.74
H 2.34 -0.52 2.17
H -1.83 0.23 -0.48
H -1.13 2.95 0.07
H 0.52 -1.83 -2.36
H 1.34 0.27 -0.68
H 3.28 -0.85 0.73
H -2.54 1.76 -0.98
H 1.12 2.23 0.97
H -1.41 -3.44 -2.10
H -0.80 -1.66 1.83
H -0.16 1.38 1.89
H -0.22 1.93 -1.05
```

F_max, eV Å⁻¹: 4.9
Total charge: +2
HOMO, eV: -17.81
Molecular weight, g mol⁻¹: 152.35
Kohn-Sham gap, eV: 10.544
Total energy, eV: -24135.3061

=====

[2]
DFT (ωB97M-V/def2-TZVPD) results for CH3NO4 in the gas phase in a non-equilibrium geometry.

```
9
Properties=species:S:1:pos:R:3
O -0.46 -0.47 -0.26
O 1.39 -0.61 1.02
O 1.11 1.25 -0.22
O -2.20 0.41 1.00
N 0.47 0.29 0.56
C -1.69 -0.27 0.16
H -2.31 -0.88 -0.50
H 1.35 -1.38 0.42
H 0.64 2.02 0.18
```

F_max, eV Å⁻¹: 3.0
HOMO, eV: -10.30
Molecular weight, g mol⁻¹: 93.04
Kohn-Sham gap, eV: 10.998
Total energy, eV: -10761.0884

=====

[3]
DFT (ωB97M-V/def2-TZVPD) results for 2 unconnected molecules or ions with the total composition C4H14N3 in a non-equilibrium geometry.

```
21
Properties=species:S:1:pos:R:3
N 1.24 -0.27 -0.86
N 2.09 0.05 1.44
N 1.23 -2.04 0.67
C 1.55 -0.73 0.39
C -2.00 0.04 0.73
C -2.38 0.73 -0.61
C 0.95 1.07 -1.33
H -2.80 0.28 1.44
H -1.09 0.47 1.14
H -3.18 1.46 -0.53
H 0.12 1.44 -0.75
H -2.86 0.11 -1.38
H -1.90 -1.04 0.63
H 1.95 -0.40 2.32
H 1.52 -0.94 -1.58
H 0.79 1.10 -2.41
H 1.74 -2.56 1.37
H 0.47 -2.57 0.28
H -1.47 1.12 -1.07
H 1.84 1.67 -1.15
H 2.21 1.02 1.26
```

F_max, eV Å⁻¹: 2.3
HOMO (spin up / spin down), eV: -3.82 / -8.88
<S²>: 0.75
Molecular weight, g mol⁻¹: 104.18
Kohn-Sham gap (spin up / spin down), eV: 4.841 / 9.804
Spin multiplicity: 2
Total energy, eV: -8842.5544

=====

[4]
DFT (ωB97M-V/def2-TZVPD) results for 2 unconnected molecules or ions with the total composition C3H6O3.

```
12
Properties=species:S:1:pos:R:3
O -2.24 0.83 -0.41
O 0.90 0.30 -0.74
O -1.27 -0.95 0.57
C -2.30 -0.18 0.24
C 2.70 -0.45 0.58
C 2.13 0.48 -0.16
H 3.63 -0.26 1.07
H 0.84 0.82 -1.55
H -3.24 -0.59 0.63
H 2.24 -1.43 0.71
H -0.46 -0.51 0.23
H 2.57 1.47 -0.29
```

F_max, eV Å⁻¹: 0.5
HOMO, eV: -9.77
Molecular weight, g mol⁻¹: 90.08
Kohn-Sham gap, eV: 10.511
Total energy, eV: -9350.0722

=====

[5]
DFT (ωB97M-V/def2-TZVPD) results for 13 unconnected molecules or ions with the total composition C52H84F18O26 in a non-equilibrium geometry.

```
180
Properties=species:S:1:pos:R:3
F 0.77 -11.60 -3.12
F -2.25 9.25 -3.50
F -8.16 4.76 -6.41
F 2.82 4.45 -6.22
F 0.52 -12.31 -5.13
F -9.39 -0.72 5.92
F 3.84 3.97 -8.12
F -0.24 9.37 -4.30
F -8.52 -1.21 7.76
F 2.13 -10.91 -4.60
F -7.38 3.90 -4.53
F -8.75 2.85 -5.65
F 2.21 5.36 -8.09
F 1.90 -4.56 13.95
F 1.88 -5.04 11.78
F -8.27 -2.63 6.19
F 0.00 -4.89 12.87
F -1.60 7.79 -5.03
O 0.53 -2.11 13.01
O -0.70 -9.61 -3.55
O 0.45 -2.60 -7.64
O 0.04 0.21 1.79
O -6.53 -0.79 4.86
O 3.83 7.30 -7.51
O -0.29 -9.84 -5.82
O -1.41 6.53 -2.53
O -7.47 6.48 3.91
O 2.30 -2.41 11.60
O -7.62 5.67 7.50
O 3.69 -6.42 4.18
O -6.34 3.51 -7.80
O 5.35 5.84 -6.68
O 10.91 2.49 4.54
O -12.63 -3.80 -4.11
O -1.80 0.43 0.40
O -6.31 -0.08 7.06
O 1.83 -3.16 -9.32
O -10.93 -2.61 -3.19
O 5.36 -7.78 4.89
O 8.49 0.95 4.60
O 0.51 7.72 -2.35
O -5.89 2.11 -6.10
O 7.94 -1.39 -5.61
O 6.71 -2.18 -3.02
C -7.21 6.41 6.36
C 1.28 -4.36 12.78
C 2.46 7.18 -1.10
C 2.48 -5.82 4.69
C -11.14 -4.81 -2.37
C 8.59 2.17 5.35
C -6.60 2.99 -6.59
C -5.84 1.75 -9.33
C -0.14 -10.15 -4.65
C 0.17 -0.12 -0.72
C 8.01 -1.65 -3.25
C 2.23 -6.50 5.99
C -6.29 5.94 3.36
C 4.86 8.96 -6.07
C 1.33 -2.89 12.51
C 6.63 -3.57 -2.91
C 3.23 4.95 -7.40
C -9.73 -2.89 -2.41
C -2.20 0.00 -0.89
C -1.87 -7.81 -2.40
C -0.69 7.48 -2.85
C 10.06 2.50 5.70
C -7.96 5.87 5.10
C -7.03 -0.65 6.00
C 1.97 -1.14 9.61
C 3.57 -7.11 6.43
C 4.35 -7.15 5.10
C -0.94 -0.33 -1.67
C 0.85 -11.29 -4.39
C 4.71 8.43 -7.53
C -1.18 8.49 -3.95
C 8.71 -1.98 -4.62
C -5.31 2.97 -8.63
C 3.29 -4.55 -8.09
C -11.67 -3.75 -3.30
C -7.52 6.42 8.70
C -4.92 0.28 6.85
C -7.70 3.64 -5.86
C -0.46 0.20 0.64
C 2.65 -3.49 -7.21
C 1.50 -2.97 -8.03
C 0.96 7.01 -1.23
C -8.37 -1.36 6.46
C -4.37 0.86 8.19
C 7.21 0.81 3.96
C 2.25 -1.04 11.09
C 4.25 6.10 -7.15
C 8.17 -1.68 -6.94
C 2.95 -4.09 -9.53
C 12.27 2.65 4.73
C -10.19 -4.02 -1.48
C -1.51 -8.48 -3.70
H 2.99 6.73 -0.26
H -9.36 -4.63 -1.12
H 4.36 -4.58 -7.84
H 8.92 -3.03 -4.83
H -2.47 -8.79 -4.11
H -6.13 6.36 6.22
H -5.88 6.69 2.68
H 8.56 -2.06 -2.40
H 2.69 -4.93 -10.17
H -5.49 5.66 4.05
H 1.04 -1.69 9.46
H -0.97 -7.28 -2.08
H -6.66 2.01 -10.00
H -11.93 -5.34 -1.82
H 12.50 1.76 5.32
H 3.26 -2.62 -6.97
H -9.01 6.15 5.23
H -4.34 -0.60 6.56
H 5.26 8.22 -5.38
H -5.09 3.61 -9.49
H 7.02 -0.14 3.46
H 10.08 3.47 6.19
H 12.56 3.60 5.17
H 0.53 7.41 -0.31
H -6.48 6.70 8.89
H 5.63 -4.02 -2.88
H 2.70 8.25 -1.09
H -2.79 -7.23 -2.48
H -2.59 0.92 -1.32
H -6.18 1.04 -8.58
H 0.83 0.71 -0.99
H 4.05 -6.49 7.19
H 1.74 -5.82 6.69
H 7.19 -3.82 -2.01
H 9.67 -1.47 -4.66
H 1.90 -0.21 9.05
H 3.73 -3.60 -10.12
H -0.78 0.36 -2.50
H 7.41 -1.11 -7.48
H -3.29 0.99 8.19
H 8.07 2.23 6.30
H 5.52 9.82 -6.19
H -4.74 1.85 8.46
H -7.82 5.79 9.53
H 2.62 -4.77 4.97
H -8.13 7.31 8.56
H -0.99 -1.34 -2.09
H -8.90 -3.18 -3.06
H 1.52 -0.38 11.56
H 2.45 -3.99 -6.26
H 9.15 -1.29 -7.19
H -10.70 -3.63 -0.60
H 3.22 -0.56 11.20
H 0.82 5.93 -1.27
H -10.71 -5.56 -3.02
H 6.44 0.91 4.73
H 1.56 -7.34 5.80
H 3.99 9.34 -5.53
H -4.65 0.20 9.01
H -9.61 -2.06 -1.72
H -4.33 2.87 -8.17
H -6.55 5.12 2.69
H 10.37 1.81 6.48
H -7.97 4.78 5.00
H 3.50 -8.07 6.95
H -2.91 -0.81 -1.04
H 8.25 2.99 4.71
H -7.45 7.47 6.38
H 7.12 1.61 3.22
H -1.18 -7.62 -4.28
H 2.87 6.60 -1.92
H 0.70 -1.06 -0.60
H 8.12 -2.74 -7.16
H 4.30 9.22 -8.15
H 5.71 8.11 -7.84
H 2.77 -1.70 9.13
H 1.59 -5.82 4.05
H -5.05 1.30 -9.93
H -4.72 1.05 6.11
H 2.82 -5.52 -7.92
H 12.94 2.55 3.87
H 7.18 -4.12 -3.67
H 7.94 -0.58 -3.10
H -2.03 -8.64 -1.72
```

F_max, eV Å⁻¹: 6.3
HOMO, eV: -9.65
Molecular weight, g mol⁻¹: 1467.18
Kohn-Sham gap, eV: 9.703
Total energy, eV: -157427.9836

=====

[6]
DFT (ωB97M-V/def2-TZVPD) results for a molecular structure, C42H45AsGeN2O3S4SbSeW.

```
101
Properties=species:S:1:pos:R:3
W -1.47 -0.30 0.29
Sb 0.12 -0.98 2.68
Se 1.24 -1.20 -3.91
As -3.24 -1.95 1.35
Ge 0.59 -1.60 -7.15
S -2.88 -3.88 0.55
S -0.02 -2.31 -0.37
S -3.85 -0.41 -0.12
S -4.32 -1.72 3.13
O 0.71 0.10 -0.27
O -1.55 -0.52 -1.93
O -1.96 0.70 1.99
N -1.50 1.68 -0.49
N -1.20 2.83 0.13
C 1.52 1.72 2.31
C -1.34 3.09 -3.93
C -2.38 2.32 3.61
C 2.59 -1.32 -0.62
C 3.16 2.72 3.76
C 1.46 -5.12 2.52
C 1.35 -2.72 2.75
C -2.06 -2.33 6.22
C -1.25 4.31 1.99
C 1.74 -1.70 -8.73
C -1.48 2.99 1.44
C -1.44 -0.05 6.67
C -1.53 0.67 -2.66
C 2.83 -5.08 2.70
C 3.15 1.58 4.56
C 2.73 -2.68 2.92
C -0.40 6.56 1.75
C -1.46 1.93 -4.68
C 1.50 0.58 3.11
C -2.06 -1.23 7.06
C -1.62 4.60 3.32
C 2.42 -2.74 -3.97
C -1.94 1.99 2.31
C 1.55 -0.60 -5.74
C -1.34 3.04 -2.54
C -0.82 -1.08 4.58
C 1.13 -1.06 -0.49
C -1.38 5.89 3.83
C -2.23 3.58 4.11
C 2.31 0.52 4.24
C -1.45 -2.25 4.98
C 0.72 -3.94 2.53
C 0.08 -3.41 -6.59
C -1.05 -0.61 -7.61
C -2.23 -1.64 -2.55
C -0.78 6.86 3.07
C -0.63 5.32 1.22
C 3.47 -3.86 2.89
C 2.34 2.79 2.64
C -1.45 1.82 -1.87
C -0.82 0.03 5.43
C -1.56 0.70 -4.03
H 2.80 -2.38 -0.77
H 2.28 -0.35 4.89
H 1.22 0.44 -5.76
H -1.26 4.05 -4.42
H -0.86 0.46 -7.66
H 0.08 7.33 1.15
H 3.46 -2.43 -3.97
H -1.84 -0.79 -6.88
H 2.21 -3.34 -3.07
H -0.81 -3.71 -7.13
H -3.20 -1.30 -2.92
H -1.48 1.97 -5.76
H 2.68 -2.19 -8.49
H -1.28 3.94 -1.95
H -1.49 -3.11 4.32
H -0.13 -3.44 -5.52
H -2.57 -3.24 6.50
H 3.24 -1.74 3.06
H -0.60 7.84 3.49
H -2.56 3.82 5.11
H -0.36 0.96 5.12
H 3.02 -0.73 -1.43
H 2.32 3.68 2.03
H -1.65 -0.21 -4.60
H -2.55 -1.28 8.03
H 1.25 -2.28 -9.52
H -0.35 -3.99 2.33
H 1.96 -0.70 -9.12
H -1.45 0.82 7.32
H 3.05 -0.99 0.32
H 3.41 -6.00 2.68
H -1.41 -0.94 -8.59
H 0.89 1.78 1.43
H -1.68 6.10 4.86
H -2.38 -2.39 -1.79
H 0.87 -4.13 -6.81
H 3.77 1.53 5.44
H 2.20 -3.35 -4.84
H -2.81 1.52 4.19
H -1.59 -2.01 -3.35
H 3.79 3.56 4.02
H 2.63 -0.60 -5.93
H -0.34 5.09 0.21
H 4.54 -3.82 3.03
H 0.95 -6.06 2.35
```

F_max, eV Å⁻¹: 0.9
Total charge: -1
HOMO (spin up / spin down), eV: -3.53 / -4.13
<S²>: 2.05
Molecular weight, g mol⁻¹: 1286.19
Kohn-Sham gap (spin up / spin down), eV: 5.387 / 5.970
Spin multiplicity: 3
Total energy, eV: -287814.8794

=====

[7]
DFT (ωB97M-V/def2-TZVPD) results for C7H9F4O2P in the gas phase in a non-equilibrium geometry.

```
23
Properties=species:S:1:pos:R:3
P 0.24 2.23 0.57
F 1.39 -1.56 -0.54
F -1.73 -0.04 -1.15
F -0.54 -1.39 -2.33
F 1.19 0.19 -1.83
O -2.57 -2.48 -0.75
O 1.79 0.07 1.27
C 0.64 -0.43 -0.77
C -1.61 -1.42 1.20
C 1.68 2.84 -0.49
C 0.69 0.41 0.53
C -1.31 -2.08 -0.16
C -0.97 -0.40 1.67
C -0.77 -0.97 -1.07
H -2.40 -1.93 1.71
H -1.05 0.28 2.48
H 1.01 2.29 1.73
H 1.62 3.87 -0.31
H 1.30 2.51 -1.58
H 1.81 0.70 2.05
H -0.60 -3.05 -0.12
H 2.68 2.52 -0.46
H -2.50 -2.16 -1.63
```

F_max, eV Å⁻¹: 5.1
HOMO, eV: -8.93
Molecular weight, g mol⁻¹: 232.11
Kohn-Sham gap, eV: 9.481
Total energy, eV: -31654.2241

=====

[8]
DFT (ωB97M-V/def2-TZVPD) results for C2H4N2OS in the gas phase in a non-equilibrium geometry.

```
10
Properties=species:S:1:pos:R:3
S -2.11 -0.66 -0.07
O 2.94 -0.73 -0.02
N -1.40 0.95 0.04
N 2.07 0.33 -0.11
C 0.85 0.00 0.17
C -0.12 1.12 -0.01
H 3.76 -0.17 0.05
H -3.38 -0.23 0.43
H 0.50 -0.99 0.48
H 0.27 2.15 -0.09
```

F_max, eV Å⁻¹: 2.5
HOMO, eV: -8.89
Molecular weight, g mol⁻¹: 104.13
Kohn-Sham gap, eV: 9.111
Total energy, eV: -17998.6604